[1]
Below is 2 unconnected molecules or ions with the total composition C7H9NOS, with properties calculated with ωB97M-V/def2-TZVPD.

Last column: Löwdin charge in e.
CARTESIAN COORDINATES (ANGSTROEM)
S1 0.8999 1.8684 0.3861  0.983
O1 0.4985 2.4098 -0.8882  -0.525
N1 1.6808 0.3315 0.1563  -0.358
C1 1.4462 -0.5123 -0.8589  -0.170
C2 2.1342 -1.6721 -0.6700  -0.097
C3 2.4939 -0.3169 1.0280  -0.165
C4 -1.3661 0.6094 0.9957  0.060
C5 -3.4438 0.4829 -0.3449  -0.124
C6 -2.0010 0.6985 -0.1204  -0.325
C7 2.7596 -1.5964 0.5708  -0.089
H1 -1.5396 1.2668 -0.9794  0.099
H2 -3.7724 1.4542 -0.8320  0.100
H3 0.7678 -0.1016 -1.6005  0.110
H4 2.7553 0.2665 1.9611  0.125
H5 -3.4729 -0.4227 -0.9979  0.078
H6 -1.3728 0.1086 1.8701  0.012
H7 -4.0572 0.0338 0.5738  0.120
H8 3.4278 -2.3012 0.9190  0.074
H9 2.1616 -2.6073 -1.1687  0.091

The energy relative to the best compared isomer or geometry (same formula, charge and spin) is 4.3123 eV. The HOMO-LUMO gap (alpha / beta) is 7.993 / 7.691 eV. For the highest occupied orbital energy (alpha / beta), the calculation gives -8.28 / -8.39 eV. The LUMO energy (alpha / beta) is -0.3 / -0.7 eV. The net charge is 0.

***

[2]
Below is a molecular structure, BrCl4HSi2, with properties calculated with ωB97M-V/def2-TZVPD.

Last column: Löwdin charge in e.
CARTESIAN COORDINATES (ANGSTROEM)
Br1 -2.1931 -0.0310 3.3687  0.316
Cl1 -1.3251 1.2736 -1.8560  0.356
Cl2 -3.6870 2.5497 1.0380  -0.193
Cl3 0.2369 2.4867 0.9355  0.274
Cl4 -3.7768 -1.1883 0.5741  0.319
Si1 -2.4704 0.1567 1.1895  -0.492
Si2 -0.6014 0.9223 -0.0744  -0.474
H1 0.3985 -0.0022 -0.0816  -0.108

The energy relative to the best compared isomer or geometry (same formula, charge and spin) is 0.7485 eV. The HOMO-LUMO gap is 9.356 eV. For the highest occupied orbital energy, the calculation gives -10.17 eV. The LUMO energy is -0.8 eV. The net charge is 0.

***

[3]
Below is a gas-phase ion, C2H7N2O4S2 (charge -1), with properties calculated with ωB97M-V/def2-TZVPD.

Last column: Löwdin charge in e.
CARTESIAN COORDINATES (ANGSTROEM)
S1 -0.3386 -1.1081 -0.0119  0.558
S2 -2.3492 0.9578 -0.3675  0.697
O1 0.4954 -2.0740 -0.7730  -0.376
O2 -1.2121 -0.3684 -1.0524  -0.523
O3 -2.7196 0.3701 0.9049  -0.501
O4 -1.4853 2.0845 -0.2702  -0.455
N1 -1.4222 -2.0226 0.8857  -0.081
N2 0.4216 -0.1095 0.8736  -0.241
C1 1.6625 0.3933 0.4712  -0.438
C2 1.4990 1.3120 -0.7254  -0.142
H1 0.9830 2.1911 -0.4074  0.032
H2 1.0762 0.6375 -1.5622  0.089
H3 -2.3279 -1.5863 0.7569  0.016
H4 2.5601 1.7598 -1.0344  0.091
H5 -1.3907 -3.0058 0.6348  0.060
H6 2.3540 -0.4298 0.2687  0.076
H7 2.1936 0.9981 1.4086  0.138

The energy relative to the best compared isomer or geometry (same formula, charge and spin) is 0.2325 eV. The HOMO-LUMO gap is 8.136 eV. For the highest occupied orbital energy, the calculation gives -4.71 eV. The LUMO energy is 3.4 eV. The net charge is -1.

***

[4]
Below is 4 unconnected molecules or ions with the total composition C4H16O4, with properties calculated with ωB97M-V/def2-TZVPD.

Last column: Löwdin charge in e.
CARTESIAN COORDINATES (ANGSTROEM)
O1 -0.4368 3.3272 1.4517  -0.060
O2 0.0653 0.6200 3.1700  -0.058
O3 -2.1824 -0.5604 1.6709  -0.043
O4 0.8016 1.4593 -0.3391  -0.092
C1 1.5610 0.2543 -0.0812  -0.240
C2 -0.7852 -1.4037 -2.3791  -0.109
C3 1.4671 -0.6770 -1.2768  -0.189
C4 0.2453 -1.6320 -1.2658  -0.248
H1 -1.6099 -2.0755 -2.2016  0.064
H2 -0.1190 3.9108 0.7597  0.036
H3 -0.3001 -1.6490 -3.3253  0.070
H4 1.2382 -0.1261 0.8882  0.105
H5 -0.6420 0.5566 2.5170  -0.009
H6 -0.0996 1.2861 -0.0539  0.055
H7 -1.0016 -0.3449 -2.5173  0.073
H8 -0.3205 -1.5239 -0.3369  0.078
H9 0.6702 -2.6293 -1.2616  0.100
H10 -0.2455 0.1389 3.9391  0.039
H11 2.5936 0.6079 -0.0257  0.116
H12 1.5218 -0.0553 -2.1731  0.114
H13 -3.1294 -0.3842 1.6921  0.059
H14 2.3537 -1.3051 -1.3495  0.103
H15 -1.8901 -0.5162 0.7491  0.030
H16 0.2440 2.7214 1.7493  0.007

The energy relative to the best compared isomer or geometry (same formula, charge and spin) is 0.7955 eV. The HOMO-LUMO gap is 10.587 eV. For the highest occupied orbital energy, the calculation gives -10.18 eV. The LUMO energy is 0.4 eV. The net charge is 0.

***

[5]
Below is 5 unconnected molecules or ions with the total composition C39H59BNO7P2, with properties calculated with ωB97M-V/def2-TZVPD.

Last column: Löwdin charge in e.
CARTESIAN COORDINATES (ANGSTROEM)
P1 5.2420 0.0473 -0.5873  0.785
P2 3.6944 3.8953 -1.4003  0.511
O1 4.4547 3.0835 -2.7648  -0.334
O2 5.0568 4.8843 -0.9741  -0.356
O3 4.1026 2.5924 -0.3079  -0.308
O4 3.8385 -1.2831 -4.1199  0.068
O5 -1.8695 1.8835 -2.3718  0.043
O6 -2.2174 4.0024 -1.5605  -0.091
O7 1.4175 -0.6291 -4.0277  0.053
N1 6.0860 0.6340 0.6652  -0.326
C1 -2.3003 -5.4585 -1.4813  -0.107
C2 -0.5161 -3.4855 -2.2942  -0.076
C3 2.9717 -4.5581 2.5717  -0.089
C4 -4.8150 -1.9914 3.8122  -0.091
C5 2.1659 1.1283 0.8995  -0.178
C6 -4.0780 -2.6551 6.0089  -0.104
C7 -7.1766 -0.8133 -0.5442  -0.110
C8 -0.6238 -3.8122 -0.9474  -0.090
C9 -0.3270 3.2348 -0.0207  -0.165
C10 -1.5607 1.0637 1.0383  -0.204
C11 -1.2463 3.5868 -4.0176  0.004
C12 2.5244 0.8428 -0.6295  -0.183
C13 2.0031 -3.6779 2.1004  -0.094
C14 -0.3335 0.1680 0.5520  -0.207
C15 -6.8403 0.4979 -0.8682  -0.103
C16 -1.8111 3.1169 -2.6107  -0.397
C17 0.7126 -3.7207 2.6197  -0.105
C18 3.9683 1.3696 -1.0870  -0.523
C19 -4.9642 -1.5354 -1.1722  -0.088
C20 -4.6263 -0.2232 -1.4911  -0.090
C21 4.6676 6.1953 -0.5531  -0.373
C22 -5.1079 -2.4244 5.1021  -0.102
C23 4.1903 6.2949 0.9803  -0.128
C24 -1.2880 2.6353 1.1073  -0.173
C25 0.3910 -4.6475 3.6066  -0.094
C26 2.6490 -5.4871 3.5556  -0.099
C27 -1.5139 -4.8012 -0.5401  -0.094
C28 -5.5657 0.7920 -1.3429  -0.087
C29 4.2697 1.6330 -2.6556  -0.331
C30 3.1324 1.3260 -3.7497  -0.055
C31 -3.4930 -1.7838 3.4322  -0.086
C32 -2.1991 -5.1247 -2.8286  -0.105
C33 -1.0084 4.4451 -0.8475  -0.162
C34 -6.2399 -1.8302 -0.7010  -0.106
C35 0.9679 0.2413 1.4837  -0.174
C36 -2.4636 -2.0057 4.3419  -0.097
C37 -1.3046 -4.1390 -3.2354  -0.090
C38 1.3573 -5.5339 4.0712  -0.100
C39 -2.7561 -2.4438 5.6299  -0.099
B1 2.8251 -0.2516 -3.9834  -0.510
H1 0.6375 0.7458 2.4647  0.116
H2 4.2241 5.2446 1.4360  0.073
H3 2.4709 3.2737 -1.9297  -0.015
H4 -1.9946 4.2290 -4.5829  0.087
H5 -0.0426 -3.0315 2.2551  0.083
H6 4.5234 -1.1670 -0.2406  0.005
H7 -0.8703 2.9431 2.1185  0.106
H8 5.2290 1.2175 -3.1115  0.120
H9 -6.5040 -2.8536 -0.4549  0.096
H10 -0.1412 0.3869 -0.5531  0.088
H11 -0.2720 4.8773 -1.6237  0.127
H12 -6.1389 -2.5828 5.4000  0.097
H13 -1.9533 -2.6206 6.3380  0.100
H14 0.0708 2.4937 -0.7811  0.081
H15 -1.2501 5.3005 -0.1360  0.131
H16 -0.2599 4.1573 -3.8819  0.095
H17 -1.2224 -3.8805 -4.2856  0.102
H18 -2.3145 3.1488 0.9822  0.114
H19 4.7993 7.0423 1.5915  0.057
H20 -3.2646 -1.4476 2.4257  0.094
H21 -2.8162 -5.6332 -3.5616  0.096
H22 -0.6147 -4.6791 4.0134  0.095
H23 -4.3060 -2.9991 7.0124  0.096
H24 2.8033 4.3433 -0.3383  0.002
H25 0.5774 3.7115 0.5114  0.105
H26 -5.3038 1.8139 -1.5968  0.102
H27 -4.2326 -2.3280 -1.2912  0.097
H28 -1.7985 0.7283 2.1189  0.100
H29 1.3115 -0.8289 1.6690  0.080
H30 -8.1691 -1.0423 -0.1705  0.094
H31 2.0019 2.2384 1.1221  0.101
H32 -1.0071 2.6756 -4.6516  0.091
H33 6.1287 -0.1761 -1.6893  0.001
H34 2.2539 -2.9572 1.3291  0.090
H35 3.4040 -6.1750 3.9212  0.098
H36 -2.4786 0.7773 0.4243  0.095
H37 1.1044 -6.2607 4.8357  0.097
H38 -0.0131 -3.2967 -0.2141  0.075
H39 3.1042 0.8407 1.5081  0.116
H40 -2.9934 -6.2310 -1.1643  0.096
H41 -5.6174 -1.8160 3.1034  0.099
H42 3.9793 -4.5206 2.1710  0.102
H43 -0.6948 -0.9286 0.5874  0.092
H44 1.7051 1.2585 -1.3061  0.079
H45 3.3733 4.9355 -2.3513  0.003
H46 5.6081 6.8569 -0.6408  0.106
H47 -1.5941 -5.0594 0.5108  0.096
H48 4.3875 -1.1195 -4.9174  0.101
H49 -3.6310 0.0076 -1.8558  0.088
H50 5.9584 -0.0017 1.4731  -0.065
H51 2.5135 -0.3012 -0.7797  0.098
H52 -1.4331 -1.8383 4.0467  0.093
H53 0.1830 -2.7186 -2.6122  0.092
H54 1.0499 -0.2413 -3.1947  0.083
H55 -7.5720 1.2902 -0.7505  0.096
H56 3.0767 6.5962 0.9757  0.059
H57 3.5488 1.7205 -4.7534  0.130
H58 2.1612 1.9160 -3.5791  0.101
H59 3.8715 6.6870 -1.2084  0.085

The HOMO-LUMO gap is 7.105 eV. For the highest occupied orbital energy, the calculation gives -4.93 eV. The LUMO energy is 2.2 eV. The net charge is -1.

***

[6]
Below is a molecular structure, C9H24CeClI2N2P2S, with properties calculated with ωB97M-V/def2-TZVPD.

Last column: Löwdin charge in e.
CARTESIAN COORDINATES (ANGSTROEM)
Ce1 -0.0111 0.5312 -1.1388  0.497
I1 0.0022 1.8744 -7.2547  0.029
I2 0.0023 -0.8189 -6.9457  0.005
Cl1 -0.0168 1.3755 1.3445  0.197
S1 -0.0221 -1.9928 -0.4435  0.725
P1 -2.7013 1.0375 -0.7220  0.721
P2 2.6792 1.0275 -0.7033  0.721
N1 1.0977 -2.4084 1.9989  0.067
N2 -1.0805 -2.3460 2.0449  0.073
C1 0.0074 -2.2296 1.2629  -0.691
C2 -0.7291 -2.5783 3.4262  -0.083
C3 -3.2941 -0.3115 0.3531  -0.231
C4 3.2639 -0.3254 0.3710  -0.231
C5 0.8082 -2.6198 3.3937  -0.082
C6 -3.2358 2.5989 0.0352  -0.202
C7 3.2159 2.5839 0.0619  -0.202
C8 -3.5303 0.8243 -2.3438  -0.201
C9 3.5185 0.8099 -2.3193  -0.201
H1 3.1953 -0.1364 -2.7919  0.069
H2 -3.0319 -1.2851 -0.0794  0.044
H3 -1.9972 -2.3118 1.6520  0.128
H4 -2.9407 3.4353 -0.6118  0.074
H5 4.3384 -0.3083 0.5642  0.089
H6 2.7427 -0.2959 1.3347  0.044
H7 2.0164 -2.4308 1.5591  0.148
H8 3.0040 -1.2939 -0.0738  0.042
H9 -3.2144 1.6235 -3.0380  0.073
H10 4.2911 2.6082 0.2570  0.088
H11 -1.0826 -1.7802 4.0955  0.142
H12 2.6612 2.7272 0.9983  0.049
H13 -2.6893 2.7421 0.9765  0.050
H14 -4.3703 -0.2895 0.5358  0.088
H15 -4.6261 0.8267 -2.2625  0.090
H16 4.6136 0.8084 -2.2301  0.090
H17 1.2297 -1.8397 4.0455  0.143
H18 -1.1591 -3.5205 3.7851  0.146
H19 2.9322 3.4233 -0.5860  0.074
H20 -3.2067 -0.1227 -2.8147  0.069
H21 3.2103 1.6096 -3.0161  0.073
H22 -2.7820 -0.2719 1.3213  0.043
H23 1.2040 -3.5821 3.7381  0.147
H24 -4.3128 2.6321 0.2202  0.088

The energy relative to the best compared isomer or geometry (same formula, charge and spin) is 0.0163 eV. The HOMO-LUMO gap (alpha / beta) is 3.001 / 3.013 eV. For the highest occupied orbital energy (alpha / beta), the calculation gives -15.57 / -15.57 eV. The LUMO energy (alpha / beta) is -12.6 / -12.6 eV. The net charge is +3.